1.
Formula: C13H22ClF3O2
Source: the OMol25 dataset
Level of theory: ωB97M-V/def2-TZVPD

Last column: Mulliken charge in e.
CARTESIAN COORDINATES (ANGSTROEM)
C1 -1.406 1.789 2.729  -1.543
C2 -0.604 1.872 1.449  0.351
F1 -0.807 3.184 0.936  -0.459
C3 -1.025 0.874 0.361  -1.802
C4 0.028 0.015 -0.358  1.761
C5 -0.680 -0.775 -1.480  -1.163
C6 -0.142 -2.139 -1.903  0.391
C7 1.334 -2.246 -2.221  -1.526
F2 -0.449 -3.095 -0.916  -0.322
C8 1.214 0.851 -0.911  -2.082
C9 1.011 2.249 -1.488  1.017
C10 2.331 2.833 -1.956  -1.484
Cl1 -0.148 2.257 -2.873  -0.230
O1 0.693 -0.940 0.524  -0.227
C11 0.420 -1.100 1.844  0.466
O2 0.844 -0.345 2.648  -0.516
C12 -0.350 -2.340 2.200  -0.675
C13 -1.823 -2.276 1.846  -0.026
F3 -2.491 -1.466 2.768  -0.316
H1 -2.367 2.286 2.560  0.436
H2 -0.894 2.297 3.546  0.347
H3 -1.595 0.758 3.027  0.285
H4 0.468 1.813 1.647  0.392
H5 -1.497 1.459 -0.435  0.801
H6 -1.814 0.224 0.758  0.629
H7 -0.679 -0.150 -2.375  0.278
H8 -1.734 -0.918 -1.214  0.479
H9 -0.714 -2.440 -2.786  0.393
H10 1.951 -2.069 -1.341  0.324
H11 1.592 -1.513 -2.991  0.328
H12 1.552 -3.238 -2.621  0.452
H13 1.917 0.971 -0.080  0.549
H14 1.738 0.257 -1.666  0.356
H15 0.565 2.907 -0.747  0.133
H16 2.836 2.157 -2.651  0.329
H17 2.171 3.790 -2.454  0.404
H18 2.983 2.996 -1.093  0.376
H19 -0.258 -2.472 3.281  0.422
H20 0.097 -3.200 1.695  0.367
H21 -2.268 -3.272 1.876  0.327
H22 -1.999 -1.845 0.862  -0.021

- SMILES string = C[C@H](F)C[C@@](C[C@@H](C)F)(C[C@@H](C)Cl)OC(=O)CCF
- energy above the lowest of the compared OMol25 structures with the same formula, charge and spin (kcal per mole) = 0.00
- multiplicity = 1
- net charge = 0
- E_LUMO (eV) = 0.7
- Kohn-Sham gap (eV) = 11.17


2.
Formula: C13H22F4N2O6S
Source: the OMol25 dataset
Level of theory: ωB97M-V/def2-TZVPD

Last column: Mulliken charge in e.
CARTESIAN COORDINATES (ANGSTROEM)
C1 -0.607 -4.535 0.672  -0.846
O1 0.375 -3.561 0.945  -0.272
C2 0.587 -3.288 2.327  -0.644
C3 0.797 -1.794 2.536  -0.599
C4 -0.483 -0.954 2.628  -0.802
C5 -1.432 -1.045 1.427  -0.997
C6 -0.768 -0.765 0.065  0.314
C7 -1.515 0.179 -0.895  -0.744
O2 -2.260 1.239 -0.254  -0.548
S1 -1.516 2.495 0.369  1.470
O3 -2.497 3.534 0.424  -0.695
O4 -0.821 2.047 1.540  -0.543
C8 -0.269 2.944 -0.859  -0.152
C9 0.696 3.996 -0.253  0.322
F1 -0.023 4.957 0.366  -0.309
F2 1.331 4.596 -1.269  -0.293
C10 1.774 3.486 0.754  0.519
F3 2.899 4.221 0.585  -0.307
F4 1.360 3.666 2.012  -0.236
C11 0.430 1.730 -1.539  -0.765
N1 1.222 2.241 -2.668  -0.576
C12 -0.647 0.751 -2.016  0.163
C13 -0.070 -0.403 -2.853  -1.391
O5 1.204 -0.783 -2.328  -0.209
N2 1.363 -2.191 -2.370  0.173
O6 2.411 -2.495 -1.973  -0.313
H1 -0.222 -5.552 0.832  0.316
H2 -1.502 -4.394 1.292  0.400
H3 -0.898 -4.433 -0.378  0.217
H4 -0.256 -3.662 2.925  0.380
H5 1.485 -3.831 2.656  0.364
H6 1.453 -1.447 1.727  0.214
H7 1.367 -1.644 3.462  0.473
H8 -0.212 0.088 2.817  0.242
H9 -1.030 -1.294 3.519  0.431
H10 -1.844 -2.063 1.415  0.489
H11 -2.280 -0.379 1.601  0.518
H12 0.273 -0.454 0.201  0.014
H13 -0.704 -1.724 -0.463  0.270
H14 -2.288 -0.416 -1.395  0.489
H15 -0.829 3.464 -1.645  0.511
H16 2.040 2.438 0.606  0.088
H17 1.125 1.237 -0.860  0.553
H18 2.080 1.709 -2.755  0.323
H19 0.716 2.136 -3.541  0.348
H20 -1.315 1.341 -2.663  0.618
H21 0.044 -0.122 -3.905  0.552
H22 -0.745 -1.266 -2.820  0.472

- SMILES string = COCCCCC[C@H]1OS(=O)(=O)[C@@H](C(F)(F)C(F)F)[C@H](N)[C@H]1CON=O
- multiplicity = 1
- net charge = 0
- E_LUMO (eV) = -0.2
- Kohn-Sham gap (eV) = 9.74


3.
Formula: C13H22FI2InOP2
Source: the OMol25 dataset
Level of theory: ωB97M-V/def2-TZVPD

Last column: Mulliken charge in e.
CARTESIAN COORDINATES (ANGSTROEM)
I1 0.004 -0.809 -3.357  0.131
I2 0.011 3.295 0.007  -0.094
In1 0.000 0.622 -0.636  0.864
P1 -2.520 0.112 -1.009  0.764
C1 -3.006 0.011 -2.763  -1.388
C2 -3.289 -1.354 -0.248  -1.233
H1 -4.360 -1.148 -0.084  0.463
H2 -4.584 1.135 -0.255  0.433
H3 -2.812 -1.570 0.717  0.386
H4 -3.170 1.861 0.574  0.331
H5 -2.631 -0.941 -3.165  0.412
H6 -3.172 -2.217 -0.915  0.390
C3 -3.547 1.486 -0.383  -1.251
H7 -4.087 0.056 -2.932  0.436
H8 -3.523 2.314 -1.101  0.371
H9 -2.516 0.839 -3.287  0.409
P2 2.509 0.099 -1.002  0.730
C4 2.997 0.002 -2.755  -1.405
C5 3.544 1.465 -0.368  -1.236
H10 2.798 -1.584 0.720  0.389
H11 4.347 -1.167 -0.078  0.471
H12 3.160 -2.234 -0.908  0.390
C6 3.276 -1.369 -0.243  -1.246
H13 3.166 1.838 0.589  0.332
H14 4.578 1.111 -0.237  0.433
H15 4.080 0.050 -2.905  0.440
H16 2.513 0.828 -3.287  0.418
H17 3.528 2.299 -1.080  0.372
H18 2.627 -0.946 -3.172  0.423
C7 0.080 -2.742 -1.409  0.208
O1 0.076 -3.826 -1.782  -0.154
F1 0.000 0.008 5.850  -0.256
C8 -0.005 0.120 4.475  0.359
C9 1.211 0.158 3.796  -0.921
C10 1.186 0.300 2.388  0.195
C11 -0.014 0.296 1.693  0.054
C12 -1.195 0.312 2.399  0.308
C13 -1.224 0.170 3.797  -0.902
H19 2.166 0.086 4.311  0.463
H20 2.119 0.449 1.856  0.159
H21 -2.144 0.475 1.863  0.088
H22 -2.174 0.107 4.325  0.464

- energy above the lowest of the compared OMol25 structures with the same formula, charge and spin (kcal per mole) = 41.04
- multiplicity = 1
- net charge = +2
- E_LUMO (spin up / spin down) (eV) = -10.0 / -9.9
- Kohn-Sham gap (spin up / spin down) (eV) = 5.55 / 5.55


4.
Formula: C13H22LiO3
Source: the OMol25 dataset
Level of theory: ωB97M-V/def2-TZVPD

Last column: Mulliken charge in e.
CARTESIAN COORDINATES (ANGSTROEM)
C1 3.636 -1.121 2.316  -0.643
C2 2.821 -0.990 1.043  -0.330
C3 3.147 0.347 0.126  0.052
C4 2.777 1.785 0.882  0.223
O1 2.528 2.020 2.185  -0.532
O2 2.809 2.716 -0.275  -0.307
C5 2.903 2.086 -1.629  -0.567
C6 2.395 0.526 -1.327  -0.115
C7 0.739 0.756 -1.331  0.703
C8 -0.034 -0.260 -2.359  -0.684
C9 -1.395 -0.953 -1.764  -0.624
C10 -2.240 -0.028 -0.704  0.330
C11 -3.686 -0.719 -0.260  -0.540
C12 -4.079 -0.012 1.202  -0.292
O3 -4.034 -0.996 2.327  -0.390
C13 -2.642 -1.491 2.497  -0.303
H1 3.164 -1.447 3.355  0.252
H2 4.787 -0.833 2.187  0.244
H3 2.035 -1.829 0.722  0.320
H4 4.307 0.352 -0.156  0.456
H5 2.418 2.647 -2.538  0.372
H6 4.062 1.906 -1.784  0.336
H7 2.867 -0.091 -2.203  0.465
H8 0.499 1.860 -1.711  0.438
H9 0.414 0.676 -0.210  -1.292
H10 -0.302 0.336 -3.350  0.296
H11 0.675 -1.149 -2.720  0.306
H12 -2.116 -1.122 -2.700  0.281
H13 -1.200 -2.046 -1.325  0.279
H14 -1.596 0.000 0.297  -0.538
H15 -2.411 1.080 -1.037  0.286
H16 -4.503 -0.375 -1.034  0.356
H17 -3.647 -1.886 -0.191  0.286
H18 -3.264 0.807 1.446  0.161
H19 -5.131 0.528 1.114  0.320
H20 -1.828 -0.647 2.366  0.008
H21 -2.389 -2.331 1.718  0.171
H22 -2.556 -1.926 3.587  0.285
Li1 0.069 1.823 1.238  0.931

- multiplicity = 1
- net charge = +1
- E_LUMO (eV) = -4.2
- Kohn-Sham gap (eV) = 7.80


5.
Formula: C13H22N2O3
Source: the OMol25 dataset
Level of theory: ωB97M-V/def2-TZVPD

Last column: Mulliken charge in e.
CARTESIAN COORDINATES (ANGSTROEM)
C1 1.298 3.823 3.009  -1.052
C2 -0.113 3.719 2.451  -0.253
O1 -0.091 3.241 1.105  -0.372
C3 -0.047 1.919 0.930  0.572
O2 -0.112 1.118 1.826  -0.581
C4 0.067 1.586 -0.542  -0.784
C5 0.638 0.166 -0.741  0.234
C6 1.884 0.046 0.139  -0.255
O3 2.610 1.001 0.340  -0.688
N1 2.178 -1.179 0.609  -0.083
C7 1.289 -2.309 0.501  -0.624
C8 -0.149 -1.772 0.533  -0.799
N2 -0.388 -0.829 -0.526  0.300
C9 -1.151 -1.237 -1.680  -0.178
C10 -0.679 -2.510 -2.422  -0.565
C11 -1.960 -3.080 -3.021  -0.777
C12 -2.970 -2.891 -1.891  -0.589
C13 -2.636 -1.509 -1.324  -1.096
H1 1.893 4.499 2.400  0.287
H2 1.769 2.843 2.997  0.284
H3 1.266 4.193 4.030  0.375
H4 -0.595 4.698 2.401  0.291
H5 -0.716 3.037 3.060  0.303
H6 -0.927 1.646 -0.986  0.406
H7 0.710 2.332 -1.006  0.373
H8 1.020 0.099 -1.773  0.497
H9 2.997 -1.243 1.195  0.280
H10 1.464 -2.989 1.337  0.454
H11 1.484 -2.848 -0.435  0.205
H12 -0.864 -2.591 0.459  0.518
H13 -0.292 -1.256 1.489  0.215
H14 -1.114 -0.399 -2.383  0.473
H15 0.080 -2.290 -3.172  0.304
H16 -0.269 -3.228 -1.714  0.212
H17 -1.856 -4.121 -3.323  0.409
H18 -2.260 -2.495 -3.892  0.304
H19 -4.001 -2.958 -2.237  0.366
H20 -2.817 -3.662 -1.133  0.269
H21 -2.785 -1.457 -0.247  0.359
H22 -3.270 -0.750 -1.780  0.404

- SMILES string = CCOC(=O)C[C@H]1C(=O)NCCN1C1CCCC1
- energy above the lowest of the compared OMol25 structures with the same formula, charge and spin (kcal per mole) = 28.28
- multiplicity = 1
- net charge = 0
- E_LUMO (eV) = 0.9
- Kohn-Sham gap (eV) = 8.89


6.
Formula: C13H22N4O3S2Se2W
Source: the OMol25 dataset
Level of theory: ωB97M-V/def2-TZVPD

Last column: Mulliken charge in e.
CARTESIAN COORDINATES (ANGSTROEM)
W1 0.354 -0.795 0.551  0.794
C1 1.901 2.915 -1.367  -1.837
C2 1.248 1.635 -0.985  0.927
N1 1.595 0.878 0.008  0.780
N2 2.688 1.296 0.727  -1.357
C3 3.225 0.316 1.408  0.627
N3 4.333 0.562 2.108  -0.405
S1 2.562 -1.292 1.439  -0.467
C4 0.219 1.034 -1.840  0.668
C5 -0.202 1.570 -3.041  -0.684
C6 -1.019 0.807 -3.866  -0.609
C7 -1.363 -0.478 -3.475  -0.789
C8 -0.937 -0.940 -2.245  -0.526
N4 -0.192 -0.182 -1.425  0.230
H1 2.642 3.214 -0.636  0.363
H2 1.149 3.702 -1.473  0.431
H3 2.390 2.801 -2.338  0.502
H4 4.797 1.450 2.007  0.250
H5 4.799 -0.169 2.617  0.207
H6 0.135 2.552 -3.340  0.517
H7 -1.352 1.200 -4.818  0.477
H8 -1.949 -1.125 -4.112  0.511
H9 -1.168 -1.936 -1.900  0.827
C9 0.698 2.422 2.686  -1.052
Se1 -0.428 0.886 2.364  0.238
C10 -1.801 1.855 1.358  -0.757
C11 -2.757 0.952 0.577  -0.846
Se2 -2.351 -0.920 0.862  0.456
C12 -3.558 -1.661 -0.461  -1.076
H10 0.982 2.887 1.748  0.295
H11 1.574 2.087 3.231  0.345
H12 0.091 3.079 3.304  0.456
H13 -1.246 2.514 0.693  0.300
H14 -2.317 2.460 2.099  0.591
H15 -2.695 1.151 -0.492  0.346
H16 -3.788 1.085 0.896  0.596
H17 -4.549 -1.423 -0.082  0.436
H18 -3.396 -2.735 -0.470  0.305
H19 -3.396 -1.219 -1.438  0.370
C13 0.912 -4.789 1.392  -1.083
S2 -0.133 -3.470 0.927  1.245
O1 -1.460 -3.940 0.714  -0.553
O2 -0.025 -2.351 1.951  -0.558
O3 0.469 -2.759 -0.279  -0.655
H20 0.278 -5.551 1.839  0.418
H21 1.653 -4.417 2.097  0.357
H22 1.388 -5.157 0.484  0.392

- energy above the lowest of the compared OMol25 structures with the same formula, charge and spin (kcal per mole) = 11.68
- multiplicity = 3
- ⟨S²⟩ = 2.028
- net charge = +2
- E_LUMO (spin up / spin down) (eV) = -6.8 / -7.9
- Kohn-Sham gap (spin up / spin down) (eV) = 7.55 / 6.92


7.
Formula: C13H22N6
Source: the OMol25 dataset
Level of theory: ωB97M-V/def2-TZVPD

Last column: Mulliken charge in e.
CARTESIAN COORDINATES (ANGSTROEM)
C1 3.014 -2.085 0.212  -1.086
C2 3.266 -0.618 0.547  -0.708
C3 1.972 0.173 0.783  0.341
C4 1.482 0.967 -0.427  -0.829
C5 1.088 0.105 -1.623  -0.149
C6 0.403 0.943 -2.706  -1.215
N1 -0.862 1.476 -2.229  -0.067
C7 -1.973 0.547 -2.291  -0.707
C8 -3.037 0.939 -1.260  -0.988
N2 -2.485 0.888 0.065  0.294
C9 -2.302 1.917 0.940  -0.244
N3 -1.731 1.577 2.056  -0.778
C10 -1.497 0.231 1.930  1.002
C11 -0.902 -0.739 2.754  -0.015
N4 -0.442 -0.465 3.989  -0.438
N5 -0.808 -1.990 2.296  -0.683
C12 -1.283 -2.273 1.093  -0.359
N6 -1.866 -1.466 0.228  -0.573
C13 -1.959 -0.211 0.677  0.498
H1 2.465 -2.566 1.018  0.267
H2 3.958 -2.610 0.077  0.398
H3 2.433 -2.186 -0.700  0.245
H4 3.840 -0.150 -0.255  0.287
H5 3.880 -0.578 1.450  0.361
H6 1.189 -0.517 1.102  -0.467
H7 2.129 0.884 1.598  0.374
H8 2.258 1.673 -0.733  0.385
H9 0.606 1.549 -0.130  0.337
H10 0.414 -0.685 -1.289  0.109
H11 1.971 -0.363 -2.060  0.443
H12 0.275 0.334 -3.617  0.304
H13 1.050 1.788 -2.956  0.466
H14 -1.097 2.333 -2.716  0.256
H15 -1.613 -0.450 -2.032  0.457
H16 -2.444 0.494 -3.287  0.405
H17 -3.393 1.957 -1.439  0.389
H18 -3.879 0.242 -1.326  0.350
H19 -2.617 2.917 0.712  0.398
H20 -0.403 0.493 4.286  0.246
H21 0.067 -1.176 4.483  0.267
H22 -1.169 -3.302 0.778  0.427

- SMILES string = CCCCCCNCCn1cnc2c(N)ncnc21
- energy above the lowest of the compared OMol25 structures with the same formula, charge and spin (kcal per mole) = 0.94
- multiplicity = 1
- net charge = 0
- E_LUMO (eV) = 0.9
- Kohn-Sham gap (eV) = 9.19


8.
Formula: C13H23Cl10FO3
Source: the OMol25 dataset
Level of theory: ωB97M-V/def2-TZVPD

Last column: Mulliken charge in e.
CARTESIAN COORDINATES (ANGSTROEM)
C1 0.458 0.662 0.223  -0.093
C2 1.039 -0.545 0.929  1.083
O1 1.007 -1.505 0.029  -0.321
C3 0.292 -1.123 -1.067  0.314
O2 0.156 -1.738 -2.076  -0.458
O3 -0.221 0.067 -0.857  -0.570
F1 0.252 -0.791 1.959  -0.552
H1 1.210 1.378 -0.109  0.282
H2 -0.305 1.094 0.870  -0.603
H3 2.067 -0.465 1.282  0.063
Cl1 -0.674 2.717 1.586  -0.224
C4 -1.713 1.543 2.422  -0.392
C5 -2.941 1.048 1.687  -0.537
Cl2 -2.505 0.332 0.129  -0.014
H4 -2.073 1.859 3.402  0.542
H5 -1.109 0.658 2.623  0.144
H6 -3.618 1.877 1.481  0.327
H7 -3.412 0.269 2.286  0.318
Cl3 -3.563 -3.754 -4.149  -0.213
C6 -3.195 -2.557 -2.880  -0.374
C7 -1.808 -1.974 -2.915  0.973
Cl4 -0.533 -3.151 -3.224  -0.230
H8 -3.249 -3.131 -1.955  0.074
H9 -3.991 -1.812 -2.858  0.445
H10 -1.492 -1.475 -1.998  -1.169
H11 -1.768 -1.261 -3.738  0.554
Cl5 -2.994 -2.478 -0.211  -0.209
C8 -1.443 -3.288 -0.496  0.301
C9 -0.990 -4.140 0.697  -0.879
Cl6 -0.419 -3.194 2.151  -0.188
H12 -0.630 -2.576 -0.640  -0.108
H13 -1.591 -3.950 -1.350  0.592
H14 -0.145 -4.742 0.362  0.364
H15 -1.760 -4.825 1.053  0.445
Cl7 2.508 4.568 -1.700  -0.202
C10 1.579 4.353 -0.211  0.213
C11 0.226 3.734 -0.571  -0.292
Cl8 0.381 2.184 -1.477  -0.126
H16 1.519 5.282 0.356  0.453
H17 2.124 3.659 0.428  -0.321
H18 -0.332 4.473 -1.145  0.456
H19 -0.305 3.602 0.372  0.003
Cl9 2.282 1.895 1.193  -0.020
C12 4.002 1.755 1.632  -0.662
C13 4.713 0.729 0.727  -0.400
Cl10 4.110 -0.977 1.020  -0.175
H20 4.108 1.473 2.679  0.323
H21 4.475 2.718 1.439  0.375
H22 5.781 0.683 0.944  0.401
H23 4.488 0.840 -0.333  0.288

- energy above the lowest of the compared OMol25 structures with the same formula, charge and spin (kcal per mole) = 0.00
- multiplicity = 1
- net charge = 0
- E_LUMO (eV) = 0.1
- Kohn-Sham gap (eV) = 8.28


Here are the calculated E numbers, same order: -1418.8301 -1867.0341 -2151.2519 -741.2167 -843.8185 -6619.1540 -837.1469 -5436.1608 (hartree).